[1]
{
  "formula": "C41H37BaN5O7PS",
  "method": "ωB97M-V/def2-TZVPD",
  "species": ["Ba", "S", "P", "O", "O", "O", "O", "O", "O", "O", "N", "N", "N", "N", "N", "C", "C", "C", "C", "C", "C", "C", "C", "C", "C", "C", "C", "C", "C", "C", "C", "C", "C", "C", "C", "C", "C", "C", "C", "C", "C", "C", "C", "C", "C", "C", "C", "C", "C", "C", "C", "C", "C", "C", "C", "C", "H", "H", "H", "H", "H", "H", "H", "H", "H", "H", "H", "H", "H", "H", "H", "H", "H", "H", "H", "H", "H", "H", "H", "H", "H", "H", "H", "H", "H", "H", "H", "H", "H", "H", "H", "H", "H"],
  "positions_angstrom": [[0.701, 0.205, 1.234], [-0.409, 1.454, -1.786], [1.049, -1.872, -1.800], [-2.484, -0.630, 0.906], [0.006, -1.873, 0.530], [-1.204, 2.372, 4.477], [2.483, -1.032, 4.946], [-0.576, -3.986, 0.932], [1.824, 2.336, 1.137], [2.064, -0.318, 2.884], [-1.461, 3.073, -3.606], [-0.515, -1.190, 3.099], [-1.827, 3.811, -1.577], [-2.404, 2.831, 0.442], [0.124, 2.118, 2.618], [-1.776, 5.138, 0.450], [-3.230, -2.330, -3.425], [0.201, -0.775, 4.297], [3.153, -1.756, -3.654], [2.100, 5.255, 5.394], [-0.178, -2.569, 2.794], [1.778, 3.640, 3.188], [2.687, -3.430, -0.229], [3.043, 5.252, 4.379], [-2.663, 2.906, 1.734], [1.099, -4.705, -1.493], [1.625, -5.869, -0.968], [2.018, -3.388, -5.570], [0.975, 4.441, 5.324], [3.309, -2.918, -5.749], [-1.260, 2.777, -2.283], [-2.878, -3.037, -2.288], [-2.533, 4.085, 2.458], [-2.776, -1.400, 2.042], [1.620, -3.475, -1.119], [2.678, -5.819, -0.071], [1.865, -2.237, -3.449], [1.279, 2.637, 2.192], [-0.213, 2.642, 3.821], [1.732, -0.709, 4.031], [-0.263, -2.856, 1.292], [3.872, -2.096, -4.787], [-1.035, -1.378, -3.496], [-2.363, 4.719, -2.470], [0.836, 3.640, 4.213], [-2.144, 4.255, -3.716], [-2.056, 5.210, 1.805], [-1.599, -2.945, -1.767], [1.308, -3.057, -4.430], [-1.988, 3.916, -0.183], [2.895, 4.444, 3.254], [3.205, -4.594, 0.306], [-0.659, -2.132, -2.385], [-1.951, -1.020, 3.282], [-2.306, -1.489, -4.023], [-0.990, 2.233, -4.665], [-4.226, -2.423, -3.841], [2.249, 5.886, 6.260], [-2.660, -2.471, 1.832], [-1.257, 2.668, -5.625], [-2.767, 4.119, 3.509], [-0.802, -3.284, 3.352], [-2.880, 5.592, -2.128], [-0.127, 0.227, 4.576], [0.306, -3.442, -4.313], [-0.303, -0.723, -3.951], [3.871, -3.196, -6.631], [3.590, -1.107, -2.906], [-3.606, -3.673, -1.804], [3.916, 5.886, 4.465], [-2.578, -0.927, -4.910], [3.096, -2.469, 0.056], [-1.431, 1.241, -4.558], [0.281, -4.758, -2.196], [-1.906, 6.136, 2.341], [-1.720, -1.033, 0.464], [3.637, 4.448, 2.467], [-2.427, 4.658, -4.667], [-1.396, 5.992, -0.089], [0.093, 2.122, -4.586], [-2.127, 0.033, 3.514], [0.238, 4.415, 6.112], [-1.332, -3.502, -0.880], [-3.008, 1.988, 2.185], [4.880, -1.725, -4.919], [0.013, -1.458, 5.141], [1.203, -6.822, -1.265], [0.864, -2.741, 3.075], [-3.838, -1.223, 2.267], [3.080, -6.733, 0.347], [1.566, -4.027, -6.320], [-2.306, -1.633, 4.130], [4.021, -4.549, 1.016]],
  "de_lowest_kj_mol": 168.5,
  "fmax_ev_per_a": 4.707,
  "mol_weight_da": 912.14,
  "homo_energy_ev": -5.488,
  "charge": -1
}


[2]
{
  "formula": "C41H37N10O3RuS2",
  "method": "ωB97M-V/def2-TZVPD",
  "species": ["Ru", "S", "S", "O", "O", "O", "N", "N", "N", "N", "N", "N", "N", "N", "N", "N", "C", "C", "C", "C", "C", "C", "C", "C", "C", "C", "C", "C", "C", "C", "C", "C", "C", "C", "C", "C", "C", "C", "C", "C", "C", "C", "C", "C", "C", "C", "C", "C", "C", "C", "C", "C", "C", "C", "C", "C", "C", "H", "H", "H", "H", "H", "H", "H", "H", "H", "H", "H", "H", "H", "H", "H", "H", "H", "H", "H", "H", "H", "H", "H", "H", "H", "H", "H", "H", "H", "H", "H", "H", "H", "H", "H", "H", "H"],
  "positions_angstrom": [[0.584, 0.348, -0.210], [0.062, -1.783, -1.838], [1.771, 2.765, 0.612], [0.468, 2.831, -0.062], [-0.256, -3.146, 2.705], [1.729, 2.380, 1.994], [-0.522, -2.863, 0.493], [-0.017, 0.144, 1.678], [1.408, 0.985, -1.982], [2.071, -0.962, 0.628], [-3.621, 2.656, -0.022], [3.795, -2.553, 2.069], [2.679, 1.685, -0.190], [-1.437, 1.018, -0.283], [-0.521, 2.217, 8.341], [0.287, -4.326, -1.131], [-3.001, 2.196, 1.044], [3.884, -2.471, 0.744], [-2.405, -6.739, 0.469], [-1.901, -7.698, 1.340], [-1.880, 1.367, 0.948], [3.472, 2.084, -2.462], [3.628, 4.680, 1.241], [-1.330, -5.418, -3.498], [-0.070, -3.114, -0.768], [-2.078, 1.470, -1.354], [3.234, 1.935, -3.812], [-1.969, -5.429, 0.554], [4.330, 5.838, 0.962], [-0.929, 2.999, 7.357], [-3.181, 2.299, -1.223], [2.307, 5.030, -0.760], [-0.984, -7.341, 2.319], [1.168, 0.868, -3.294], [-0.289, 0.857, 4.340], [4.052, 6.596, -0.178], [2.621, 4.289, 0.371], [4.860, 7.820, -0.485], [-0.056, 1.007, 8.083], [-0.565, -3.678, 1.667], [0.034, 0.517, 6.787], [0.893, -0.267, 2.580], [3.019, 6.188, -1.022], [-1.059, 0.906, 2.065], [0.853, -4.726, -2.417], [0.057, -5.865, -3.049], [-0.560, -6.028, 2.425], [3.016, -1.674, 0.020], [-0.883, 2.592, 6.029], [-1.237, 1.248, 3.390], [-0.387, 1.324, 5.732], [1.981, -1.023, 1.977], [2.526, 1.603, -1.555], [2.865, -1.850, 2.677], [2.056, 1.324, -4.241], [0.776, 0.065, 3.915], [-1.028, -5.069, 1.525], [0.249, 0.373, -3.580], [-1.200, 3.278, 5.254], [-0.023, -6.694, -2.341], [0.852, -3.863, -3.078], [-0.601, -8.081, 3.007], [1.551, -0.227, 4.608], [0.149, -5.733, 3.187], [4.360, 2.567, -2.079], [3.064, -1.620, -1.060], [1.501, 4.703, -1.403], [1.883, -5.047, -2.241], [0.399, -0.487, 6.615], [-2.097, 1.829, 3.688], [-1.870, -6.246, -3.955], [3.841, 4.085, 2.118], [-0.561, -1.875, 0.706], [-1.256, -4.618, -4.235], [4.652, -3.060, 0.262], [-3.142, -7.008, -0.276], [-1.707, 1.169, -2.324], [0.147, -5.074, -0.462], [1.841, 1.194, -5.291], [4.610, 8.224, -1.464], [-2.379, -4.680, -0.111], [-2.227, -8.726, 1.254], [0.251, 0.411, 8.934], [5.924, 7.587, -0.459], [0.625, -6.224, -3.907], [-3.707, 2.693, -2.081], [4.685, 8.593, 0.265], [-1.913, -5.045, -2.654], [-3.393, 2.508, 2.003], [2.794, -1.962, 3.751], [3.954, 2.295, -4.535], [2.769, 6.787, -1.887], [-1.301, 3.977, 7.635], [5.106, 6.163, 1.642]],
  "de_lowest_kj_mol": 110.8,
  "fmax_ev_per_a": 2.734,
  "s_squared": 0.760,
  "mol_weight_da": 883.02,
  "homo_energy_ev": [-13.254, -13.383],
  "multiplicity": 2,
  "charge": 2
}


[3]
{
  "formula": "C41H38BCdCl2N5O8S3",
  "method": "ωB97M-V/def2-TZVPD",
  "species": ["Cd", "Cl", "Cl", "S", "S", "S", "O", "O", "O", "O", "O", "O", "O", "O", "N", "N", "N", "N", "N", "C", "C", "C", "C", "C", "C", "C", "C", "C", "C", "C", "C", "C", "C", "C", "C", "C", "C", "C", "C", "C", "C", "C", "C", "C", "C", "C", "C", "C", "C", "C", "C", "C", "C", "C", "C", "C", "C", "C", "C", "C", "B", "H", "H", "H", "H", "H", "H", "H", "H", "H", "H", "H", "H", "H", "H", "H", "H", "H", "H", "H", "H", "H", "H", "H", "H", "H", "H", "H", "H", "H", "H", "H", "H", "H", "H", "H", "H", "H", "H"],
  "positions_angstrom": [[-0.567, -0.457, -0.547], [-2.114, 2.069, -0.159], [-6.663, 0.071, -2.432], [-3.476, -0.339, -1.726], [1.296, 3.024, -0.954], [4.226, -1.369, -1.556], [-4.640, -3.010, 0.661], [-1.651, -3.520, -0.017], [-0.445, 0.435, 4.043], [-2.740, -1.991, 7.204], [-4.405, -3.223, 6.684], [-0.274, -2.828, 1.667], [-0.723, 0.328, 1.829], [-6.091, -3.231, 2.211], [1.203, 4.340, -3.290], [2.176, -0.702, -0.148], [-5.021, -2.852, 1.786], [3.233, 3.370, -2.772], [-3.516, -2.449, 6.401], [3.668, -4.097, 4.500], [5.242, -2.397, 0.882], [-4.509, 3.206, -0.020], [-5.767, 1.252, -1.505], [-2.661, -5.417, 1.211], [-4.105, -2.186, 2.756], [1.867, -0.147, -2.549], [-0.945, -4.556, 3.302], [-2.228, -0.807, 3.277], [4.663, -1.896, 5.166], [-3.381, -2.034, 4.980], [-4.380, 1.052, -1.251], [1.947, 3.588, -2.357], [-0.254, 4.231, -3.181], [2.211, -2.115, 4.816], [-2.663, -6.058, 2.458], [-1.799, -4.355, 1.055], [2.554, -0.048, -3.763], [1.915, 0.437, -4.889], [3.075, -1.330, 0.720], [2.610, -0.667, -1.363], [4.263, -1.753, 0.129], [0.515, 0.225, -2.410], [-0.966, -3.934, 2.075], [4.176, 2.637, -1.942], [2.834, -1.568, 2.080], [1.639, 5.727, -3.389], [-1.027, 0.075, 2.999], [3.608, 3.428, -4.179], [4.995, -2.618, 2.222], [-4.273, -2.554, 4.067], [-1.819, -5.637, 3.484], [3.793, -2.226, 2.840], [-0.093, 0.719, -3.577], [0.581, 0.824, -4.788], [-5.862, 3.333, -0.291], [-3.808, 2.117, -0.508], [-2.368, -1.180, 4.605], [3.577, -2.572, 4.320], [-6.483, 2.351, -1.048], [-3.109, -1.318, 2.332], [-0.737, -2.488, 0.354], [-0.301, -4.196, 4.101], [4.665, -4.478, 4.256], [-1.662, -0.795, 5.327], [-3.033, -1.041, 1.281], [1.873, -1.248, 2.485], [4.505, -2.116, 6.229], [3.858, 2.423, -4.538], [-0.552, 3.186, -3.169], [2.092, -1.030, 4.767], [4.010, 2.862, -0.895], [-7.540, 2.421, -1.281], [5.191, 2.928, -2.231], [1.259, 6.168, -4.313], [1.266, 6.316, -2.539], [-6.421, 4.189, 0.075], [2.782, 3.807, -4.768], [-1.135, 1.015, -3.532], [3.443, -4.368, 5.539], [2.080, -2.421, 5.861], [2.945, -4.599, 3.848], [-3.350, -6.881, 2.634], [-5.057, -3.232, 4.358], [1.390, -2.546, 4.237], [2.728, 5.786, -3.397], [-3.331, -5.712, 0.410], [4.483, 4.069, -4.323], [-0.691, 4.720, -4.057], [5.754, -3.129, 2.806], [3.595, -0.354, -3.825], [2.442, 0.505, -5.833], [6.164, -2.742, 0.427], [4.628, -0.810, 5.032], [-1.852, -6.142, 4.445], [-0.639, 4.701, -2.271], [0.061, 1.200, -5.665], [-3.986, 3.950, 0.574], [4.059, 1.554, -2.074], [5.667, -2.240, 4.892]],
  "de_lowest_kj_mol": 157.0,
  "fmax_ev_per_a": 1.114,
  "mol_weight_da": 1019.11,
  "homo_energy_ev": -2.028,
  "charge": -2
}